No. 1
Computed, not measured: C6H13N in the gas phase, with ωB97M-V/def2-TZVPD.

Last column: natural (NBO) charge in e.
CARTESIAN COORDINATES (ANGSTROEM)
C  -0.749  2.313  -0.967  -0.3955
N  -0.586  1.102  -0.193  -0.6727
C  0.416  0.065  -0.470  -0.0093
C  0.030  -1.314  0.053  -0.4589
C  -0.414  -1.487  1.465  -0.1572
C  0.381  -1.206  2.515  -0.4218
C  0.835  0.053  -1.942  -0.6308
H  -1.122  2.069  -1.966  0.1787
H  0.211  2.831  -1.102  0.1668
H  -1.451  2.916  -0.389  0.2104
H  -0.897  0.991  0.752  0.3800
H  1.316  0.326  0.141  0.1474
H  0.925  -1.924  -0.180  0.2111
H  -0.774  -1.736  -0.587  0.2063
H  -1.446  -1.771  1.644  0.1961
H  0.015  -1.084  3.518  0.2023
H  1.406  -1.534  2.295  0.1980
H  0.113  0.529  -2.595  0.2180
H  1.754  0.640  -1.935  0.2146
H  1.197  -0.933  -2.220  0.2165

LUMO level (eV): 1.178
Energy above the lowest of the compared OMol25 structures with the same formula, charge and spin (eV): 1.974
SMILES string: C=CC[C@@H](C)NC
HOMO (Ha): -0.2910
Kohn-Sham gap (eV): 9.1


No. 2
Computed, not measured: a molecular structure, C29H44BN4O6P2V, with ωB97M-V/def2-TZVPD.

Last column: Löwdin spin population.
CARTESIAN COORDINATES (ANGSTROEM)
V  0.163  -0.143  -0.290  0.9902
C  -2.277  1.638  -3.369  -0.0009
C  -3.016  2.586  -2.681  0.0050
C  -2.846  2.718  -1.307  -0.0007
C  -1.947  1.898  -0.669  0.0014
N  -1.231  0.967  -1.342  -0.0100
C  -1.392  0.847  -2.671  0.0035
C  -1.607  1.958  0.766  0.0000
C  -2.237  2.711  1.733  -0.0002
C  -1.771  2.638  3.038  0.0011
C  -0.677  1.836  3.348  -0.0003
C  -0.086  1.118  2.338  0.0009
N  -0.559  1.179  1.076  -0.0103
C  1.132  0.287  2.441  0.0011
C  1.916  0.132  3.562  -0.0006
C  3.100  -0.588  3.459  0.0020
C  3.480  -1.115  2.234  0.0001
C  2.653  -0.925  1.150  0.0014
N  1.490  -0.259  1.258  -0.0114
H  -2.375  1.515  -4.439  -0.0001
H  -3.710  3.229  -3.207  0.0002
H  -3.396  3.464  -0.752  -0.0002
H  -0.788  0.106  -3.172  0.0000
H  -3.076  3.345  1.481  -0.0001
H  -2.253  3.215  3.817  0.0000
H  -0.296  1.789  4.359  -0.0001
H  1.626  0.586  4.499  -0.0001
H  3.738  -0.709  4.326  0.0001
H  4.417  -1.642  2.112  -0.0001
H  2.927  -1.276  0.163  0.0000
C  -4.127  -4.626  1.257  0.0000
C  -3.316  -3.367  1.396  0.0001
C  -3.602  -2.599  2.666  0.0000
O  -1.880  -3.817  1.362  0.0001
P  -0.646  -2.899  1.267  0.0022
O  -0.967  -1.474  0.833  0.0121
C  0.385  -3.687  -0.005  0.0004
P  -0.035  -3.019  -1.606  0.0005
O  0.203  -1.473  -1.495  -0.0085
O  0.838  -3.640  -2.690  -0.0008
C  1.882  -3.006  -3.599  0.0000
C  1.282  -2.926  -4.977  0.0000
C  3.108  -3.872  -3.499  0.0000
O  -1.526  -3.213  -1.867  -0.0002
C  -2.281  -4.442  -2.340  0.0000
C  -1.746  -5.680  -1.666  0.0000
C  -2.227  -4.463  -3.846  0.0000
O  0.157  -2.846  2.584  0.0006
C  0.426  -3.942  3.584  0.0002
C  0.843  -5.221  2.894  0.0000
C  -0.768  -4.098  4.491  0.0000
H  -5.186  -4.366  1.245  0.0000
H  -3.950  -5.293  2.103  0.0000
H  -3.895  -5.160  0.335  0.0000
H  -3.440  -2.726  0.523  0.0000
H  -3.608  -3.262  3.532  0.0000
H  -4.589  -2.144  2.582  0.0000
H  -2.876  -1.800  2.836  0.0000
H  0.200  -4.764  -0.005  -0.0001
H  1.443  -3.505  0.189  0.0000
H  2.073  -2.011  -3.204  0.0000
H  1.099  -3.924  -5.379  0.0000
H  1.983  -2.415  -5.639  0.0000
H  0.344  -2.366  -4.978  0.0000
H  2.909  -4.871  -3.889  0.0000
H  3.461  -3.958  -2.471  0.0000
H  3.904  -3.424  -4.096  0.0000
H  -3.284  -4.216  -1.994  0.0000
H  -0.722  -5.899  -1.982  0.0000
H  -2.364  -6.523  -1.977  0.0000
H  -1.803  -5.617  -0.576  0.0000
H  -1.207  -4.616  -4.201  0.0000
H  -2.630  -3.545  -4.277  0.0000
H  -2.836  -5.296  -4.201  0.0000
H  1.264  -3.530  4.137  0.0000
H  0.015  -5.655  2.326  0.0000
H  1.124  -5.947  3.656  0.0000
H  1.709  -5.078  2.246  0.0000
H  -1.590  -4.596  3.977  0.0000
H  -1.108  -3.134  4.871  0.0000
H  -0.480  -4.713  5.344  0.0000
B  3.316  2.607  -1.887  0.0027
C  2.239  1.702  -1.402  0.0295
N  1.383  0.983  -1.013  -0.0120
H  3.148  3.637  -1.245  -0.0096
H  4.386  2.093  -1.641  0.0077
H  3.117  2.823  -3.066  0.0030

Net charge: +3
Multiplicity: 2
LUMO level (spin up / spin down) (eV): -10.748 / -10.156
HOMO (spin up / spin down) (Ha): -0.6316 / -0.6349
Kohn-Sham gap (spin up / spin down) (eV): 6.4 / 7.1


No. 3
Computed, not measured: CH4Cl2SSi in the gas phase, with ωB97M-V/def2-TZVPD.

Last column: natural (NBO) charge in e.
CARTESIAN COORDINATES (ANGSTROEM)
C  -1.022  -0.116  -0.298  -0.6640
Si  0.654  -0.490  0.584  1.0126
S  2.055  1.142  -0.211  -0.4714
Cl  -2.181  -1.452  -0.111  -0.0046
Cl  -1.703  1.550  -0.158  -0.0072
H  -0.677  -0.288  -1.377  0.2467
H  0.779  -0.558  2.112  -0.1382
H  1.027  -1.828  0.140  -0.1564
H  1.068  2.041  -0.682  0.1826

LUMO level (eV): 0.478
Energy above the lowest of the compared OMol25 structures with the same formula, charge and spin (eV): 1.314
SMILES string: S[SiH2]C(Cl)Cl
HOMO (Ha): -0.3592
Kohn-Sham gap (eV): 10.3


No. 4
Computed, not measured: a molecular structure, C21H47O2P3Re, with ωB97M-V/def2-TZVPD.

Last column: Löwdin spin population.
CARTESIAN COORDINATES (ANGSTROEM)
Re  -0.248  -0.473  -0.128  1.4448
P  -1.910  -1.888  0.445  0.0579
P  0.850  -0.699  1.929  0.0420
P  1.274  -2.092  -1.005  0.0664
H  -0.855  2.152  -0.384  -0.0014
C  -1.020  1.510  -1.246  -0.0447
C  -1.771  0.256  -1.223  0.0453
H  -2.753  0.222  -0.724  0.0012
C  -3.167  -1.150  1.538  0.0124
C  -1.604  -3.462  1.263  0.0089
C  -2.659  -2.518  -1.114  0.0311
C  2.526  0.017  2.114  0.0040
C  -0.038  -0.076  3.413  0.0157
C  1.169  -2.390  2.613  0.0248
C  0.854  -2.427  -2.743  0.0143
C  1.639  -3.827  -0.472  0.0161
C  3.012  -1.442  -0.995  0.0205
H  -0.833  1.931  -2.241  0.0011
H  -1.759  -0.178  -2.221  0.0159
H  -3.926  -0.605  0.966  0.0002
H  -2.737  -0.451  2.269  0.0005
H  -3.644  -1.961  2.100  0.0010
H  -1.645  -3.348  2.347  0.0001
H  -0.627  -3.852  0.968  0.0003
H  -2.390  -4.145  0.929  0.0014
H  -2.736  -1.797  -1.933  0.0008
H  -3.675  -2.858  -0.890  0.0053
H  -2.079  -3.372  -1.497  -0.0003
H  2.895  -0.320  3.090  0.0009
H  2.433  1.110  2.077  -0.0006
H  3.195  -0.328  1.317  0.0004
H  0.740  0.073  4.170  0.0002
H  -0.752  -0.833  3.765  0.0005
H  -0.562  0.874  3.234  0.0014
H  2.034  -2.279  3.272  0.0028
H  1.397  -3.115  1.831  0.0000
H  0.287  -2.704  3.180  0.0006
H  1.245  -3.420  -3.005  0.0011
H  1.315  -1.645  -3.362  0.0002
H  -0.234  -2.425  -2.904  0.0003
H  2.122  -4.335  -1.324  0.0009
H  0.730  -4.383  -0.215  -0.0002
H  2.343  -3.823  0.374  0.0004
H  3.486  -1.727  -1.941  0.0027
H  3.546  -1.852  -0.130  -0.0001
H  3.004  -0.349  -0.945  0.0002
C  1.425  1.290  -3.030  0.0904
C  2.071  2.545  -2.930  0.0089
C  2.603  3.040  -4.089  0.0288
C  2.070  2.631  -5.326  0.1297
C  1.083  1.631  -5.382  0.0307
C  0.772  0.906  -4.251  0.0213
O  1.515  0.509  -2.048  -0.0719
H  1.031  0.861  0.081  -0.0177
H  2.297  2.911  -1.937  -0.0003
H  3.433  3.736  -4.020  0.0000
H  2.448  3.086  -6.253  0.0043
H  0.587  1.396  -6.328  0.0001
H  0.138  0.034  -4.250  0.0001
C  -3.240  2.604  3.044  0.0806
C  -2.578  2.537  1.684  0.0708
O  -1.158  2.372  1.780  0.6164
C  -0.486  3.633  1.910  0.0873
C  0.988  3.363  2.095  0.0034
H  -2.903  1.793  3.696  -0.0003
H  -4.326  2.538  2.928  0.0054
H  -3.003  3.546  3.537  0.0061
H  -2.952  1.668  1.132  0.0127
H  -2.850  3.431  1.091  0.0117
H  -0.687  4.251  1.024  0.0387
H  -0.847  4.173  2.803  0.0442
H  1.516  4.325  2.127  -0.0010
H  1.153  2.844  3.062  0.0019
H  1.427  2.749  1.288  0.0008

Net charge: +4
Multiplicity: 4
LUMO level (spin up / spin down) (eV): -15.045 / -16.345
Energy above the lowest of the compared OMol25 structures with the same formula, charge and spin (eV): 1.060
HOMO (spin up / spin down) (Ha): -0.7385 / -0.7604
Kohn-Sham gap (spin up / spin down) (eV): 5.1 / 4.3


No. 5
Computed, not measured: 3 unconnected molecules or ions with the total composition C39H60BNO16P2, with ωB97M-V/def2-TZVPD.

Last column: Mulliken charge in e.
CARTESIAN COORDINATES (ANGSTROEM)
C  3.889  -2.307  3.258  -0.5180
C  2.910  -3.580  3.144  -0.1997
O  1.506  -3.278  3.391  -0.4692
B  0.734  -3.219  2.182  0.8294
O  -0.488  -3.984  1.959  -0.4756
C  1.186  -2.273  0.915  -0.1981
C  1.735  -0.838  1.168  -0.1917
C  2.168  0.105  0.014  -0.7453
C  2.672  1.572  0.418  -0.6002
O  1.557  2.301  1.017  -0.3107
C  0.369  2.179  0.222  0.6600
C  -0.897  1.286  0.699  -0.3869
O  0.216  2.786  -0.881  -0.5754
C  2.069  -0.393  -1.456  0.0819
C  2.505  0.527  -2.717  0.9043
C  4.093  0.247  -2.903  0.4102
C  4.742  -0.314  -4.263  -0.8182
N  4.887  0.477  -1.870  -0.5661
C  1.524  -1.819  -1.752  0.8595
C  1.084  -2.748  -0.554  0.1395
C  0.490  -4.191  -0.974  -0.2555
O  0.762  -5.264  -0.387  -0.6262
C  -0.470  -4.152  -2.274  0.1396
C  -1.790  -4.950  -2.370  -0.5464
C  -2.658  -4.790  -3.676  -0.4202
C  -2.201  -3.851  -4.848  -1.1279
C  -0.854  -3.033  -4.765  0.3783
C  -0.459  -2.112  -6.003  -0.5960
C  -0.082  -0.597  -5.625  -0.3367
C  1.173  -0.188  -6.581  0.1628
O  1.068  1.183  -7.089  -0.4139
C  2.287  1.845  -6.667  0.6637
C  2.054  3.007  -5.559  -0.6412
O  3.418  1.578  -7.138  -0.5328
C  -0.036  -3.218  -3.468  0.8808
C  1.342  -2.402  -3.247  0.1602
O  2.203  -2.242  -4.147  -0.4910
H  3.344  -1.386  3.698  -0.0989
H  4.805  -2.479  3.914  0.3527
H  4.219  -1.975  2.201  0.1527
H  3.219  -4.362  3.933  0.4011
H  2.998  -4.110  2.127  0.2110
H  -0.281  -4.904  2.262  0.2765
H  1.809  -0.504  2.268  0.4399
H  3.030  2.160  -0.491  0.1650
H  3.491  1.496  1.229  0.3474
H  -1.872  1.696  0.245  0.3490
H  -0.789  0.203  0.336  -0.1847
H  -0.990  1.286  1.840  0.2657
H  1.955  0.187  -3.658  -1.5237
H  2.279  1.630  -2.524  0.6442
H  5.524  0.451  -4.639  0.3823
H  3.978  -0.407  -5.121  0.0058
H  5.192  -1.350  -4.105  0.3169
H  5.864  0.230  -2.112  0.2631
H  -2.135  -5.640  -1.521  0.3771
H  -3.651  -5.357  -3.741  0.3415
H  -2.877  -3.781  -5.774  0.2485
H  0.437  -2.616  -6.522  0.3964
H  -1.314  -2.103  -6.780  0.2979
H  -0.957  0.100  -5.910  0.5047
H  0.124  -0.412  -4.519  0.0925
H  2.149  -0.311  -5.981  -0.3021
H  1.203  -0.868  -7.517  0.3674
H  1.474  2.510  -4.712  0.0905
H  3.032  3.501  -5.237  0.2682
H  1.363  3.771  -6.083  0.3464
O  4.370  3.127  4.622  -0.7547
P  3.562  4.323  5.143  1.1888
O  4.177  4.316  6.683  -0.3503
C  5.488  4.824  6.881  -0.3130
C  5.504  6.339  6.808  -1.0129
O  2.205  3.413  5.450  -0.3873
C  1.895  2.252  4.690  -0.2963
C  2.263  1.011  5.482  -1.0875
O  2.669  5.712  5.596  -0.3286
C  1.250  5.766  5.680  -0.0296
C  0.792  5.428  7.086  -1.0882
H  6.177  4.391  6.151  0.2732
H  5.811  4.504  7.875  0.3078
H  5.267  6.683  5.796  0.2843
H  6.486  6.730  7.080  0.4085
H  4.754  6.768  7.476  0.2263
H  2.378  2.270  3.710  0.1822
H  0.816  2.257  4.509  0.4451
H  3.322  1.011  5.756  0.2709
H  2.051  0.106  4.910  0.2446
H  1.699  0.978  6.418  0.3186
H  0.774  5.143  4.920  0.1740
H  0.958  6.797  5.457  0.3538
H  1.109  4.429  7.392  0.2459
H  -0.296  5.481  7.162  0.3810
H  1.230  6.123  7.807  0.3060
O  -5.997  -2.703  -2.712  -0.7489
P  -6.800  -2.323  -1.461  1.1416
O  -6.948  -0.708  -1.808  -0.3467
C  -7.883  -0.322  -2.803  -0.3217
C  -9.305  -0.410  -2.283  -1.0010
O  -5.452  -2.212  -0.494  -0.3257
C  -4.290  -2.995  -0.736  -0.6405
C  -3.230  -2.143  -1.408  -0.3489
O  -7.756  -2.026  -0.071  -0.3292
C  -7.294  -2.156  1.268  -0.0641
C  -6.754  -0.830  1.770  -1.0902
H  -7.758  -0.936  -3.701  0.2742
H  -7.658  0.713  -3.074  0.3036
H  -9.583  -1.450  -2.086  0.2725
H  -10.009  0.001  -3.007  0.4064
H  -9.407  0.133  -1.340  0.2274
H  -4.520  -3.892  -1.317  0.3430
H  -3.916  -3.336  0.235  0.3607
H  -3.596  -1.714  -2.345  0.2999
H  -2.336  -2.730  -1.620  -0.0551
H  -2.957  -1.302  -0.765  0.1656
H  -6.575  -2.970  1.372  0.2088
H  -8.160  -2.432  1.878  0.3509
H  -5.922  -0.469  1.161  0.2437
H  -6.409  -0.919  2.803  0.3775
H  -7.528  -0.060  1.722  0.3108

LUMO level (eV): -1.570
SMILES string: [H]/N=C(\C)Cc1c(COC(C)=O)cc(B(O)OCC)c2c1C(=O)c1c(CCCOC(C)=O)cccc1C2=O.CCOP(=O)(OCC)OCC.CCOP(=O)(OCC)OCC
HOMO (Ha): -0.3328
Kohn-Sham gap (eV): 7.5


Number 1: E_tot -7920.859 eV, strongest force on any atom 2.39 eV/Å. Number 2: E_tot -93957.336 eV, strongest force on any atom 1.52 eV/Å. Number 3: E_tot -44859.529 eV, strongest force on any atom 1.99 eV/Å. Number 4: E_tot -56582.413 eV, strongest force on any atom 6.95 eV/Å. Number 5: E_tot -94909.051 eV, strongest force on any atom 9.05 eV/Å.